Here is C3H17AgMnN4O9 as an isolated structure from the Open Molecules 2025 dataset. Energies are from ωB97M-V/def2-TZVPD.

Positions of all 35 atoms, in Å:
O: -1.6159 0.0359 2.6502
N: -1.3591 0.7865 -2.9128
C: -0.9920 0.9721 2.1811
N: -3.1015 1.0558 -1.6678
O: 0.4259 -3.6579 2.5298
H: 2.6470 -0.0206 -2.2069
H: -1.3873 0.6858 0.3272
H: 3.3405 -0.4653 -3.4771
O: 3.1426 0.3123 -2.9551
O: 1.4063 0.1687 -0.6523
H: -0.1997 2.7344 2.3624
H: 1.3438 -3.7452 2.7871
H: -0.4777 0.4490 -3.2723
O: 0.8581 -1.7080 0.5160
O: 2.7980 3.1951 -0.8557
H: 2.1491 2.8664 -0.2335
H: 0.4641 0.1936 -0.4700
O: -1.6794 -0.6556 -1.3522
H: -1.8176 1.2891 -3.6593
H: -2.0754 -1.4261 1.3731
C: -2.0572 0.3723 -1.9254
O: -1.9347 -2.3691 1.2884
O: 2.8314 -1.5034 -0.3426
H: 2.8186 4.1400 -0.7043
N: -0.4408 1.8928 2.8660
H: -0.3621 1.7918 3.8679
H: -0.0101 -3.3138 3.3094
H: -0.2558 2.0438 0.6728
C: 1.6901 -1.0339 -0.0930
Mn: -0.2655 -3.5856 0.5892
Ag: 4.5747 -2.6562 0.5950
H: -2.8029 -2.7253 1.1000
H: -3.5645 0.8665 -0.7903
H: -3.2485 1.7449 -2.3914
N: -0.8427 1.2688 0.9466

Results
* HOMO level (alpha / beta): -13.11 / -15.79 eV
* net charge: +2
* spin multiplicity: 8
* E: -63075.3920 eV



Here is C44H44BI2N13O4Sr as an isolated structure from the Open Molecules 2025 dataset. Energies are from ωB97M-V/def2-TZVPD.

Positions of all 109 atoms, in Å:
O: 5.2927 -0.2999 1.8424
H: 1.7832 4.8792 0.2703
C: 2.1574 0.7327 4.5927
C: -2.1449 0.4093 3.7479
H: -0.9771 2.3167 -4.5516
N: -2.5224 0.5559 1.6328
H: -6.1658 3.1293 -0.9873
C: -4.4915 2.0723 -0.0317
H: -0.4473 4.8498 -1.3210
C: -2.9180 -0.7734 -6.2613
C: 3.3511 2.6327 5.4106
H: -2.4948 3.0380 -1.4455
H: 0.5198 -3.6147 0.8104
C: -1.6718 -2.6094 -1.5365
H: -4.4679 2.3639 1.0040
H: 2.5448 3.3398 -0.1163
H: 3.7248 -5.0160 -2.8077
C: 1.5483 -3.1128 -4.5578
N: -3.5965 1.1878 -0.5251
H: -2.6759 -0.7866 -2.3707
C: 0.4065 3.2778 0.0040
H: -4.8110 2.5080 -4.1888
H: 0.3781 1.3443 -4.0052
I: 5.4351 5.2560 5.1115
C: 3.0299 -4.2158 -3.0227
H: 0.4256 -3.7235 5.7733
C: -1.2644 -2.2050 -5.2908
N: -3.8036 1.0211 -1.8576
H: -3.9922 1.5755 -6.3690
Sr: 0.6508 -0.1573 1.2798
H: -4.2107 -0.2112 4.3069
H: -3.7899 -0.6551 -6.8917
H: 3.8524 -2.8807 6.1667
H: -0.5791 1.2380 4.9287
H: -1.7589 -3.3746 -2.2881
H: 3.2085 -3.3195 -1.0670
N: 2.2555 -3.1275 4.8336
C: 2.4483 -4.1219 -4.2770
C: 2.4864 1.6034 5.6514
C: 3.2415 -3.6772 5.7452
C: 2.5067 -2.4239 3.7128
C: -2.1360 -1.3131 -1.6047
C: 3.9112 2.7814 4.1213
N: -0.0332 2.1004 0.4140
C: 1.8733 -2.2317 -2.2956
C: -3.4857 0.0547 3.5596
H: 1.8944 3.6214 1.5001
C: -3.0650 1.6811 -5.8093
H: -3.2994 2.1488 -4.8524
N: -1.2614 1.9130 -0.1643
C: -0.7196 -1.0763 -4.6507
C: 3.5297 1.8387 3.1427
H: -2.4219 2.3716 -6.3582
C: -1.3915 0.5187 5.0306
C: -0.7086 1.3828 -4.0658
C: 1.6221 -1.2134 -1.2099
C: -3.6717 0.1520 2.2021
C: -1.5570 2.9896 -0.9207
N: 2.6429 0.8440 3.3830
C: -5.3619 1.7923 -3.5775
C: -2.3644 -2.0411 -6.0988
H: -1.0882 1.4255 -3.0413
C: 4.9732 2.8925 1.5136
H: -4.5443 -0.0272 1.5984
H: -0.8646 -3.1868 -5.0868
C: 1.2256 -2.1760 -3.5666
H: 3.6212 3.3333 6.1885
H: -0.9713 -0.4380 5.3452
B: -2.2890 0.7422 0.1109
C: -4.8493 1.7672 -2.1764
H: -0.2900 -4.6878 -0.3379
H: 1.1221 -3.0158 -5.5460
H: -0.6550 -2.3823 3.6199
N: 1.4024 -2.0450 3.1106
C: 2.7463 -3.2718 -2.0418
C: -0.5205 3.8871 -0.8492
I: 5.8276 3.0127 -0.3616
N: -1.2110 -1.5625 0.3827
C: -2.4052 0.3495 -5.6176
H: 0.3363 -0.5060 -2.9300
C: -1.0973 -2.7137 -0.2664
H: 3.5096 -2.2119 3.3797
H: -2.8161 -2.8956 -6.5820
N: 0.3052 -1.1888 -3.7516
H: 1.4520 -0.0713 4.7655
C: 0.3790 -2.5325 3.8842
H: 6.0235 4.6430 2.2015
N: -1.5613 0.6915 2.5905
O: 0.9734 -0.1566 -1.4585
O: 2.1090 -1.4539 -0.0903
C: 4.0817 1.9051 1.8279
H: 2.7067 -4.8392 -5.0434
H: -1.0707 -4.2797 1.1911
N: -1.8527 -0.6860 -0.4519
C: 4.8240 3.8111 3.7481
C: -5.3265 2.4612 -1.0497
C: -1.2860 0.2133 -4.7949
N: 4.5101 -0.3358 1.0195
H: 2.7183 -4.1860 6.5510
C: 0.8908 -3.2012 4.9567
C: 1.7286 3.8044 0.4380
C: -0.4478 -3.8884 0.3847
O: 3.6948 0.9801 0.9141
H: 2.0423 1.4575 6.6252
H: -2.0460 0.8687 5.8279
H: 3.8725 -4.3968 5.2266
H: -6.4120 2.0778 -3.6076
C: 5.3299 3.8641 2.4818
H: -5.2616 0.8078 -4.0327

Results
* energy above the lowest of the compared OMol25 structures with the same formula, charge and spin: 0.0 kJ/mol
* HOMO level (alpha / beta): -10.62 / -10.62 eV
* net charge: +1
* spin multiplicity: 2
* E: -91616.8247 eV



Here is C4H5N3 as an isolated structure from the Open Molecules 2025 dataset. Energies are from ωB97M-V/def2-TZVPD.

Positions of all 12 atoms, in Å:
H: -0.8572 -0.2421 1.0644
N: 2.4749 -1.2562 0.8918
H: -0.7902 -1.8286 -0.8455
N: -1.6659 0.0368 -0.7577
N: 0.1913 1.2304 0.0488
C: 0.6964 -0.0087 -0.5784
H: -1.8196 1.2263 1.0244
C: -0.6690 -0.7470 -0.8329
H: 1.1002 0.1593 -1.5857
C: -1.0915 0.6735 0.4538
H: 0.7311 1.4635 0.8811
C: 1.6993 -0.7072 0.2361

Results
* energy above the lowest of the compared OMol25 structures with the same formula, charge and spin: 403.1 kJ/mol
* HOMO level: -9.87 eV
* spin multiplicity: 1
* E: -8695.6347 eV



Here is C18H27EuN2O6P2 as an isolated structure from the Open Molecules 2025 dataset. Energies are from ωB97M-V/def2-TZVPD.

Positions of all 56 atoms, in Å:
C: 2.9393 -2.8304 -1.2430
H: -1.9657 -2.3548 -2.4543
C: 0.9917 -2.0112 2.4682
C: -0.5828 2.8729 0.9211
O: -1.4886 8.8491 2.9509
H: -0.2403 -0.3579 4.5035
H: 1.7354 2.4100 -2.4525
H: 0.7426 0.2576 -5.3037
H: -1.0982 -1.8961 4.9343
H: -1.2981 -3.8348 3.5084
H: -2.4475 4.2123 2.3012
H: -0.6208 -0.7181 -4.6069
O: -2.0680 -0.1460 -0.8898
C: -1.5599 -3.3512 2.5659
H: 4.1406 -4.2653 -0.1183
C: 1.4391 -1.3622 -2.5242
C: -0.0409 0.2112 -4.5435
P: 0.6585 0.2991 -2.8569
H: 1.5292 -1.1738 2.9792
H: 2.9306 -3.7156 2.0271
C: -0.4324 6.9695 2.1366
C: -1.5489 6.1659 2.4582
C: 2.7034 -3.2098 1.0906
H: -2.8909 -0.6588 -1.0722
H: 2.3138 -1.4219 -3.2266
O: -1.4415 2.1408 1.5342
C: 2.0606 1.4572 -2.8926
Eu: -0.5242 0.2059 0.5115
C: 0.6574 6.4123 1.4277
H: -0.6750 0.5966 -2.3510
H: 2.9027 1.0584 -2.3013
O: 0.2403 2.3912 0.0514
H: 3.3659 -3.0363 -2.2266
C: 1.6442 -2.3002 1.1003
C: 3.3467 -3.5188 -0.1080
H: 0.7289 -2.0993 -2.8754
H: -0.7278 1.0575 -4.6715
H: 1.5188 7.0401 1.2120
N: -0.4772 8.3693 2.3895
O: -1.9494 -3.1435 -3.0332
H: 1.0848 -2.9140 3.1032
H: 1.4540 4.6459 0.4445
P: -0.8598 -1.6947 2.5549
N: 1.2699 -1.6311 -0.0137
C: -1.0582 -1.0472 4.2369
C: 1.9520 -1.8492 -1.1672
O: 0.5015 9.0702 2.0471
H: -1.2045 -3.9336 1.7116
H: -2.0042 -0.4819 4.2738
H: -1.3889 -3.7710 -2.5070
C: -1.5825 4.8442 2.0523
C: -0.5173 4.3038 1.3079
H: 2.4228 1.6335 -3.9226
C: 0.6192 5.0797 1.0091
H: -2.6447 -3.2333 2.4767
H: -2.3711 6.6081 3.0146

Results
* energy above the lowest of the compared OMol25 structures with the same formula, charge and spin: 192.1 kJ/mol
* HOMO level (alpha / beta): -9.27 / -11.77 eV
* net charge: +1
* spin multiplicity: 8
* E: -72268.5008 eV



Here is one molecule with the formula C5H6O from the Open Molecules 2025 dataset. Energies are from ωB97M-V/def2-TZVPD.

Positions of all 12 atoms, in Å:
C: 2.8484 0.0070 -0.0458
O: -2.5156 -0.0517 -0.6968
C: 0.2735 0.2020 -0.4575
H: -2.7531 -0.5521 1.2396
H: 3.8288 0.2064 0.2924
H: -0.2948 -0.9883 1.3335
H: -0.5819 0.7108 1.5223
C: -2.0743 -0.2544 0.4087
C: -0.6167 -0.1026 0.7703
H: 0.4823 -0.5832 -1.1948
H: -0.1914 0.9840 -1.0630
C: 1.6867 0.3166 -0.1623

Results
* energy above the lowest of the compared OMol25 structures with the same formula, charge and spin: 229.9 kJ/mol
* HOMO level: -9.91 eV
* spin multiplicity: 1
* E: -7326.9018 eV
* structure (SMILES): C#CCCC=O



Here is C42H47Ge2HfN6O5 as an isolated structure from the Open Molecules 2025 dataset. Energies are from ωB97M-V/def2-TZVPD.

Positions of all 103 atoms, in Å:
C: 0.1393 2.7489 -2.3056
H: 0.0041 5.7616 -3.8371
N: -2.7466 -2.6825 -1.1260
H: 0.3275 -2.0641 2.6112
C: -0.1356 3.7108 -3.2779
H: 2.5010 0.1565 4.0094
H: 3.6453 1.3720 3.4354
N: -2.5706 1.0022 -0.9029
H: -4.7499 -2.8691 -1.7504
H: 2.6546 -4.2268 3.3814
O: 0.9387 -1.5631 -0.2770
H: -4.3601 -3.2628 0.9534
H: -0.3169 -3.8220 0.3346
C: 4.6614 -3.4532 -1.0320
C: 3.3758 -3.7562 -0.5847
H: 5.8809 0.6484 1.1608
H: 3.0927 0.4171 -1.7919
C: -0.2515 -0.1085 5.3104
H: 1.9768 -0.7195 -2.5861
Hf: -0.4668 0.1637 0.3585
H: -1.9311 -2.4000 -3.0310
C: 4.6339 -5.3623 -2.4776
H: 2.1161 1.1454 2.5862
C: 1.6788 -4.4876 2.9858
C: 2.7372 -4.8852 -1.0892
H: -1.0130 -1.6535 -1.7090
C: 1.1732 4.4508 -0.9496
O: -0.0942 0.5005 -1.5249
H: -2.3708 5.0620 -0.5662
H: -0.2113 -0.1149 6.3874
O: -1.7914 -1.4281 0.4909
H: -1.0374 -6.3743 3.6848
C: 5.0001 0.2861 0.6319
H: 1.1551 6.4381 -1.7548
C: -3.0042 3.3281 -1.6228
H: 3.2927 -1.3596 -1.6159
C: -3.4496 5.5677 -2.3604
C: -3.1869 0.6374 -1.9887
C: -2.7739 -2.0987 0.0631
C: -0.8017 -5.1504 1.9455
H: -4.1271 1.0784 -3.7460
H: 1.6857 4.7354 -0.0435
C: -2.8911 4.7063 -1.4392
H: 1.7503 -5.1469 -0.7312
C: -0.3902 -5.6923 3.1526
H: -3.7507 -1.9165 1.9306
C: 0.1220 -1.2463 4.5696
Ge: 3.8891 -0.6688 1.9890
N: -1.8428 2.8197 0.3788
H: 5.3384 -0.3464 -0.1831
O: 1.6612 0.3841 0.3348
Ge: 2.5369 -2.6654 0.8808
H: -4.0820 -4.3109 -0.9755
N: -3.7443 1.4532 -2.8878
H: 5.1208 -5.9781 -3.2170
C: -3.8489 -3.4746 -1.6347
H: 2.8583 -6.5544 -2.4233
C: -1.1781 2.0753 2.4597
C: 0.8114 3.1289 -1.1417
C: -3.6638 2.8339 -2.7589
C: 0.0758 -1.1901 3.1976
C: 3.3619 -5.6823 -2.0327
C: 0.8764 5.4062 -1.9118
H: -1.5860 2.9749 2.9019
H: -4.5548 5.7458 -4.1865
C: 2.5810 -0.5348 -1.6998
H: -1.7639 -5.4254 1.5379
C: -0.6730 1.0005 4.6335
H: 5.9363 -1.2205 3.4434
C: 0.0169 -4.2664 1.2632
C: -4.2165 3.7034 -3.6899
C: -2.4437 2.3818 -0.6841
C: -0.6933 1.0025 3.2179
C: 0.2296 5.0290 -3.0783
C: 5.0552 -1.7854 3.1528
O: -1.0178 1.0193 -3.4622
H: 5.1837 -2.5953 -0.6219
C: 0.8499 -5.3586 3.6736
N: -1.2335 1.8901 1.1361
C: -3.9907 -2.2422 0.9222
H: -3.2893 -0.4211 -2.1896
H: 5.3846 -2.6865 2.6415
H: -3.3793 6.6332 -2.2119
C: -1.5980 -2.5324 -2.0013
H: -0.9564 -3.4168 -1.9566
C: 1.2651 -3.9311 1.7782
H: -4.7236 3.3215 -4.5652
C: -0.3600 1.3621 -2.4974
H: 4.5327 -2.0770 4.0606
H: -4.7856 -1.6026 0.5419
H: -0.6359 3.4193 -4.1875
C: -4.1109 5.0668 -3.4783
H: 1.0604 2.3857 -0.3858
N: -0.2955 -0.1101 2.4931
C: 2.9075 0.6360 3.1252
H: -1.0188 1.8808 5.1505
H: 1.1661 -5.7746 4.6184
H: 0.4227 -2.1539 5.0643
C: 5.2889 -4.2515 -1.9718
H: -3.5671 -3.8781 -2.6039
H: 6.2840 -4.0098 -2.3097
C: 1.6869 -0.5399 -0.5154
H: 4.4728 1.1424 0.2215

Results
* energy above the lowest of the compared OMol25 structures with the same formula, charge and spin: 142.9 kJ/mol
* HOMO level (alpha / beta): -11.19 / -12.62 eV
* net charge: +2
* spin multiplicity: 2
* E: -177825.7896 eV



Here is C3H9N3 as an isolated structure from the Open Molecules 2025 dataset. Energies are from ωB97M-V/def2-TZVPD.

Positions of all 15 atoms, in Å:
H: -0.8822 -1.6669 0.5534
N: 0.3643 -0.2351 -0.1095
C: 2.0574 1.3060 0.7864
H: -1.8702 -0.0669 0.2695
N: 1.2333 -1.0716 -0.8206
H: 2.8177 0.7218 0.2898
H: 2.3184 2.3034 1.1070
N: -2.4567 -0.1944 -0.8952
H: 0.0330 1.5177 1.2823
H: 0.7825 -1.2748 -1.7076
H: -3.4016 -0.4758 -0.6392
H: 1.3897 -1.9542 -0.3423
C: 0.7914 0.9026 0.8177
H: -2.4909 0.7853 -1.1742
C: -0.6861 -0.5970 0.5827

Results
* energy above the lowest of the compared OMol25 structures with the same formula, charge and spin: 616.9 kJ/mol
* HOMO level: -8.13 eV
* spin multiplicity: 1
* E: -7721.1803 eV



Here is one molecule with the formula C22H18N2O3 from the Open Molecules 2025 dataset. Energies are from ωB97M-V/def2-TZVPD.

Positions of all 45 atoms, in Å:
H: -1.7677 1.4576 -1.4383
H: 5.8977 -0.7828 -0.2892
H: 2.7626 -2.9796 -2.9654
C: 2.8083 -1.9831 -2.4899
C: -2.7984 0.5147 0.1387
C: -0.5753 1.4868 0.3567
C: -2.7911 0.0917 1.4991
C: 5.0565 -0.1208 -0.2526
H: 2.9855 4.4272 2.6631
H: 4.6920 -2.3780 -1.6028
C: 4.0374 2.7675 1.7308
H: -5.1872 -1.0636 3.6413
H: -5.1997 -2.3423 1.6252
H: -3.6809 0.3224 -0.5255
C: 3.9617 -0.4135 -1.0251
C: 2.8285 1.5650 -0.0174
C: -4.7217 -1.5167 1.0603
O: 1.3917 1.2297 -2.6189
C: 3.8854 -1.6497 -1.7489
C: 2.8341 0.4707 -0.9618
H: -3.9913 0.2557 3.8647
O: 0.7275 -1.5450 -3.2388
C: 1.7919 3.4336 1.1931
C: 1.6699 -1.0987 -2.6071
C: -0.5591 1.1384 1.7322
H: 6.0443 1.0430 1.1769
C: 4.0113 1.7704 0.7551
H: 0.2885 1.3674 2.3889
C: 1.7223 2.4359 0.2513
H: -3.4604 -1.4230 3.9329
H: 0.4177 2.1470 -1.2732
H: 0.9339 4.1101 1.3858
O: 5.1587 2.9537 2.5387
C: -4.1556 -0.7364 3.4485
H: -4.1377 -1.9240 0.2360
C: 1.8252 0.2612 -2.0203
C: 5.1064 0.9280 0.6249
C: 2.9586 3.6251 1.9303
H: -5.4816 -0.8697 0.6256
C: -1.7137 1.1869 -0.4038
H: 5.0103 3.6579 3.1552
N: -3.8449 -0.7038 1.9999
N: 0.4419 2.1870 -0.2498
C: -1.6857 0.4046 2.2741
H: -1.6849 0.1046 3.3124

Results
* energy above the lowest of the compared OMol25 structures with the same formula, charge and spin: 399.9 kJ/mol
* HOMO level: -6.58 eV
* spin multiplicity: 1
* E: -32226.9565 eV
* structure (SMILES): CN(C)c1ccc(Nc2ccc(O)c3ccc4c(c23)C(=O)C(=O)C=C4)cc1



> Which of these has the lowest E?

C42H47Ge2HfN6O5



> What is the spin multiplicity in the first record?

8



What did the eighth record say?
Here is one molecule with the formula C22H18N2O3 from the Open Molecules 2025 dataset. Energies are from ωB97M-V/def2-TZVPD.

Positions of all 45 atoms, in Å:
H: -1.7677 1.4576 -1.4383
H: 5.8977 -0.7828 -0.2892
H: 2.7626 -2.9796 -2.9654
C: 2.8083 -1.9831 -2.4899
C: -2.7984 0.5147 0.1387
C: -0.5753 1.4868 0.3567
C: -2.7911 0.0917 1.4991
C: 5.0565 -0.1208 -0.2526
H: 2.9855 4.4272 2.6631
H: 4.6920 -2.3780 -1.6028
C: 4.0374 2.7675 1.7308
H: -5.1872 -1.0636 3.6413
H: -5.1997 -2.3423 1.6252
H: -3.6809 0.3224 -0.5255
C: 3.9617 -0.4135 -1.0251
C: 2.8285 1.5650 -0.0174
C: -4.7217 -1.5167 1.0603
O: 1.3917 1.2297 -2.6189
C: 3.8854 -1.6497 -1.7489
C: 2.8341 0.4707 -0.9618
H: -3.9913 0.2557 3.8647
O: 0.7275 -1.5450 -3.2388
C: 1.7919 3.4336 1.1931
C: 1.6699 -1.0987 -2.6071
C: -0.5591 1.1384 1.7322
H: 6.0443 1.0430 1.1769
C: 4.0113 1.7704 0.7551
H: 0.2885 1.3674 2.3889
C: 1.7223 2.4359 0.2513
H: -3.4604 -1.4230 3.9329
H: 0.4177 2.1470 -1.2732
H: 0.9339 4.1101 1.3858
O: 5.1587 2.9537 2.5387
C: -4.1556 -0.7364 3.4485
H: -4.1377 -1.9240 0.2360
C: 1.8252 0.2612 -2.0203
C: 5.1064 0.9280 0.6249
C: 2.9586 3.6251 1.9303
H: -5.4816 -0.8697 0.6256
C: -1.7137 1.1869 -0.4038
H: 5.0103 3.6579 3.1552
N: -3.8449 -0.7038 1.9999
N: 0.4419 2.1870 -0.2498
C: -1.6857 0.4046 2.2741
H: -1.6849 0.1046 3.3124

Results
* energy above the lowest of the compared OMol25 structures with the same formula, charge and spin: 399.9 kJ/mol
* HOMO level: -6.58 eV
* spin multiplicity: 1
* E: -32226.9565 eV
* structure (SMILES): CN(C)c1ccc(Nc2ccc(O)c3ccc4c(c23)C(=O)C(=O)C=C4)cc1



What did the seventh record say?
Here is C3H9N3 as an isolated structure from the Open Molecules 2025 dataset. Energies are from ωB97M-V/def2-TZVPD.

Positions of all 15 atoms, in Å:
H: -0.8822 -1.6669 0.5534
N: 0.3643 -0.2351 -0.1095
C: 2.0574 1.3060 0.7864
H: -1.8702 -0.0669 0.2695
N: 1.2333 -1.0716 -0.8206
H: 2.8177 0.7218 0.2898
H: 2.3184 2.3034 1.1070
N: -2.4567 -0.1944 -0.8952
H: 0.0330 1.5177 1.2823
H: 0.7825 -1.2748 -1.7076
H: -3.4016 -0.4758 -0.6392
H: 1.3897 -1.9542 -0.3423
C: 0.7914 0.9026 0.8177
H: -2.4909 0.7853 -1.1742
C: -0.6861 -0.5970 0.5827

Results
* energy above the lowest of the compared OMol25 structures with the same formula, charge and spin: 616.9 kJ/mol
* HOMO level: -8.13 eV
* spin multiplicity: 1
* E: -7721.1803 eV